1 | This record from OMol25 describes 2 unconnected molecules or ions with the total composition C7H9N. The level of theory is ωB97M-V with the def2-TZVPD basis set.

The geometry in XYZ format:
```
17
Properties=species:S:1:pos:R:3
C -1.080 0.997 0.732
C -0.791 -0.336 0.977
C -1.522 -1.363 0.402
N -2.475 -1.075 -0.550
C -2.794 0.272 -0.803
C -2.264 1.343 -0.141
H -0.420 1.763 1.222
H 0.119 -0.472 1.704
H -1.143 -2.424 0.569
H -3.600 0.389 -1.628
H -2.145 2.458 -0.566
C 4.118 -0.021 -0.534
C 5.261 0.078 -0.020
H 3.119 0.326 -0.057
H 4.161 -0.364 -1.604
H 5.533 0.443 0.980
H 6.133 -0.423 -0.444
```

The lowest unoccupied orbital energy is 0.02012 hartree. The HOMO-LUMO gap is 10.41 eV.

2 | This record from OMol25 describes C7H9N in the gas phase. The level of theory is ωB97M-V with the def2-TZVPD basis set.

The geometry in XYZ format:
```
17
Properties=species:S:1:pos:R:3
C -0.925 -1.961 2.274
C -0.575 -0.788 1.420
C -0.076 -0.930 0.189
C 0.381 0.202 -0.624
C 1.045 1.347 -0.270
C 1.031 2.239 -1.389
C 0.341 1.606 -2.374
N -0.028 0.363 -1.933
H -1.456 -1.677 3.180
H -0.049 -2.495 2.645
H -1.539 -2.694 1.756
H -0.659 0.226 1.788
H 0.045 -1.925 -0.220
H 1.602 1.472 0.651
H 1.543 3.193 -1.380
H 0.107 1.971 -3.360
H -0.788 -0.148 -2.352
```

The lowest unoccupied orbital energy is 0.04022 hartree. The HOMO-LUMO gap is 8.97 eV.

3 | This record from OMol25 describes a molecular structure, C7H9N. The level of theory is ωB97M-V with the def2-TZVPD basis set.

The geometry in XYZ format:
```
17
Properties=species:S:1:pos:R:3
C -0.005 -1.828 0.603
C -0.153 -1.003 1.702
N -0.319 0.307 1.311
C -0.145 0.308 -0.136
C 0.159 -1.046 -0.524
C 0.523 -1.357 -1.972
C -0.140 2.798 0.076
C -0.109 1.560 -0.702
H 0.034 -2.891 0.900
H -0.163 -1.196 2.741
H -0.118 1.274 1.592
H 1.565 -1.212 -2.287
H 0.262 -2.413 -2.185
H -0.093 -0.725 -2.613
H 1.090 3.430 0.186
H -0.903 3.572 -0.131
H -0.038 1.495 -1.779
```

The lowest unoccupied orbital energy is -0.03202 hartree. The HOMO-LUMO gap is 5.79 eV.

Most stable one: 2, least stable one: 3.

1 | This record from OMol25 describes C7H9N in the gas phase. The level of theory is ωB97M-V with the def2-TZVPD basis set.

The geometry in XYZ format:
```
17
Properties=species:S:1:pos:R:3
C -1.160 0.056 -1.184
C -0.054 -0.699 -1.482
C 0.627 -1.226 -0.294
N 1.544 -0.205 0.374
C 0.669 1.097 0.438
C -0.432 0.606 1.143
C -1.419 0.112 0.202
C -0.569 -0.928 0.682
H -1.267 0.909 -1.987
H 0.324 -0.765 -2.507
H 1.405 -2.160 -0.332
H 2.355 0.067 -0.319
H 0.445 1.493 -0.587
H 1.084 1.832 1.031
H -0.453 0.887 2.420
H -2.443 0.091 0.544
H -0.657 -1.167 1.857
```

The lowest unoccupied orbital energy is 0.03804 hartree. The HOMO-LUMO gap is 9.82 eV.

2 | This record from OMol25 describes 2 unconnected molecules or ions with the total composition C7H9N. The level of theory is ωB97M-V with the def2-TZVPD basis set.

The geometry in XYZ format:
```
17
Properties=species:S:1:pos:R:3
C 1.447 0.745 0.072
C 0.536 1.501 -0.638
C -0.269 0.940 -1.522
N -0.415 -0.472 -1.847
C 0.510 -1.196 -1.198
C 1.607 -0.590 -0.394
H 2.054 1.221 0.997
H 0.624 2.563 -0.497
H -1.077 1.659 -1.838
H 0.416 -2.236 -1.273
H 2.366 -1.412 -0.007
C -1.153 -1.058 1.463
C -1.472 0.149 1.293
H -1.550 -1.729 0.784
H -0.555 -1.722 2.283
H -1.929 0.611 0.328
H -1.141 1.028 1.996
```

The lowest unoccupied orbital energy is 0.02178 hartree. The HOMO-LUMO gap is 10.00 eV.

Most stable one: 2, least stable one: 1.

1 | This record from OMol25 describes a molecular structure, C7H9N. The level of theory is ωB97M-V with the def2-TZVPD basis set.

The geometry in XYZ format:
```
17
Properties=species:S:1:pos:R:3
C -2.095 -0.305 -2.241
C -1.251 0.391 -1.480
C 1.399 0.106 -0.344
C 2.173 0.229 0.800
C 1.536 0.113 2.006
C 0.136 -0.027 2.055
C -0.472 -0.252 0.879
H -1.835 -0.368 -3.308
H -2.950 -0.863 -1.851
H -0.393 0.938 -1.942
H -1.462 0.637 -0.492
H 1.791 0.095 -1.355
H 3.236 0.352 0.801
H 2.069 0.156 2.952
H -0.548 -0.185 3.005
H -1.458 -0.804 0.851
N 0.124 -0.213 -0.335
```

The lowest unoccupied orbital energy is 0.01413 hartree. The HOMO-LUMO gap is 7.78 eV.

2 | This record from OMol25 describes C7H9N in the gas phase. The level of theory is ωB97M-V with the def2-TZVPD basis set.

The geometry in XYZ format:
```
17
Properties=species:S:1:pos:R:3
C 3.241 -0.436 0.854
C 2.271 -0.144 0.214
C 1.145 0.600 -0.308
C 1.268 1.835 -0.843
C -0.239 -0.150 -0.119
C -0.498 -1.638 -0.365
N -1.172 0.630 0.286
C -2.516 0.371 0.582
H 4.059 -0.945 1.241
H 0.529 2.340 -1.301
H 2.174 2.343 -0.736
H 0.506 -2.058 -0.581
H -1.075 -1.663 -1.250
H -1.015 -2.177 0.421
H -2.958 -0.546 0.126
H -2.918 1.209 0.075
H -2.804 0.429 1.706
```

The lowest unoccupied orbital energy is 0.02332 hartree. The HOMO-LUMO gap is 9.46 eV.

3 | This record from OMol25 describes C7H9N in the gas phase. The level of theory is ωB97M-V with the def2-TZVPD basis set.

The geometry in XYZ format:
```
17
Properties=species:S:1:pos:R:3
C -0.916 -1.991 -0.503
C -0.356 -0.634 -0.222
C -1.249 0.387 0.527
C -0.406 1.287 1.047
C 1.012 0.793 0.669
C 1.116 1.065 -0.840
C 0.189 0.235 -1.404
N 0.849 -0.691 0.681
H -1.739 -1.911 -1.214
H -0.148 -2.605 -0.991
H -1.194 -2.461 0.447
H -2.332 0.384 0.424
H -0.575 2.143 1.706
H 1.830 1.207 1.273
H 1.629 1.926 -1.273
H -0.255 0.217 -2.395
H 0.505 -0.915 1.622
```

The lowest unoccupied orbital energy is 0.03617 hartree. The HOMO-LUMO gap is 9.41 eV.

4 | This record from OMol25 describes C7H9N in the gas phase. The level of theory is ωB97M-V with the def2-TZVPD basis set.

The geometry in XYZ format:
```
17
Properties=species:S:1:pos:R:3
C -2.074 -0.496 0.647
C -1.404 0.141 -0.552
C -0.312 -0.375 -1.397
N 0.523 -1.386 -0.743
C 1.120 -0.812 0.399
C -0.565 1.062 -0.928
C 2.019 0.426 0.133
C 1.061 0.406 1.260
H -1.576 -0.049 1.536
H -3.112 -0.164 0.665
H -2.081 -1.545 0.383
H -0.528 -0.545 -2.479
H 1.609 -1.621 0.908
H -0.425 2.091 -0.844
H 1.881 1.154 -0.673
H 3.109 0.295 0.311
H 0.754 1.418 1.375
```

The lowest unoccupied orbital energy is -0.04648 hartree. The HOMO-LUMO gap is 6.06 eV.

Most stable one: 3, least stable one: 4.

1 | This record from OMol25 describes C7H9N in the gas phase. The level of theory is ωB97M-V with the def2-TZVPD basis set.

The geometry in XYZ format:
```
17
Properties=species:S:1:pos:R:3
C 2.197 0.078 0.042
C 1.240 1.239 -0.050
C -1.367 1.206 -0.008
C -1.407 -1.135 -0.064
C 1.272 -1.101 -0.333
C -0.040 -0.745 0.412
C -0.002 0.723 0.180
H 2.965 0.105 -0.672
H 2.703 -0.120 1.007
H 1.523 2.273 -0.178
H -1.931 2.084 -0.223
H -3.032 0.055 -0.305
H -1.982 -2.018 0.077
H 1.732 -2.092 -0.004
H 0.021 -0.944 1.480
H 1.072 -1.029 -1.426
N -2.062 0.014 -0.118
```

The lowest unoccupied orbital energy is 0.03416 hartree. The HOMO-LUMO gap is 7.17 eV.

2 | This record from OMol25 describes C7H9N in the gas phase. The level of theory is ωB97M-V with the def2-TZVPD basis set.

The geometry in XYZ format:
```
17
Properties=species:S:1:pos:R:3
C -1.299 1.226 -0.229
C -0.034 1.564 -0.263
C 1.245 0.809 0.187
N 2.198 -0.030 -0.552
C 1.210 -0.657 0.449
C 0.222 -1.535 -0.253
C -1.082 -1.314 -0.406
C -1.796 -0.205 0.316
H -2.083 1.922 -0.681
H 0.226 2.501 -0.810
H 1.676 1.281 1.080
H 3.227 0.224 -0.250
H 1.708 -0.899 1.381
H 0.773 -2.477 -0.707
H -1.758 -1.969 -0.903
H -2.853 -0.120 0.264
H -1.580 -0.321 1.379
```

The lowest unoccupied orbital energy is 0.03724 hartree. The HOMO-LUMO gap is 10.13 eV.

Most stable one: 1, least stable one: 2.